Computed, not measured: C9H14O2Si in the gas phase in a non-equilibrium geometry, with ωB97M-V/def2-TZVPD.

Summary:
SMILES: C[Si](C)(C)C1=CC=C[C@@H]2O[C@]12O
Gap between HOMO and LUMO: 9.42 eV
E_HOMO: -8.821 eV
Energy above the lowest of the compared OMol25 structures with the same formula, charge and spin: 4.023 eV

Structure (ORCA input):
```
! RIJCOSX wB97M-V def2-TZVPD def2/J DEFGRID3
* xyz 0 1
H 2.74513 -1.50661 1.38439
C -2.82529 -0.72621 -0.27632
C 1.73860 -1.28058 1.50611
C -0.47800 0.34867 0.02392
H 1.58772 -0.89187 2.52200
O -0.64738 -1.87349 -0.58277
H -3.31122 -1.60173 -0.85556
C -3.32827 0.60708 -0.60170
H 3.07204 2.23700 0.17887
C -2.47255 1.64863 -0.45533
H -0.90867 -2.73833 -0.03959
H 1.11341 -0.62945 -2.31885
H 2.89016 0.00501 -1.82826
H 2.27429 -1.62807 -1.46414
C -1.09074 1.52509 0.08658
C 1.94857 -0.63091 -1.52998
H -2.82561 2.70096 -0.58615
C -1.36276 -0.87443 -0.05648
Si 1.39189 0.04341 0.17550
H -0.48259 2.38972 0.27738
C 2.24043 1.67392 0.69874
H 1.22805 -2.16274 1.28471
H 2.58989 1.29202 1.61272
O -2.24272 -1.10560 0.95762
H -4.36330 0.76350 -1.14626
H 1.51893 2.41502 1.03288
*
```